Here is a structure of composition C56H84O42 from the OMol25 dataset. Energies are from the ωB97M-V functional and the def2-TZVPD basis.

```
182
Properties=species:S:1:pos:R:3:forces:R:3:lowdin_charge:R:1
C 0.1744 3.2235 -5.1623 -0.37 1.24 -0.42 -0.002
C -0.1199 1.9507 -4.4289 1.61 -0.43 -1.41 -0.294
C 0.6609 0.7984 -5.1022 -0.51 1.03 -1.79 -0.066
O 1.4640 0.2015 -4.1289 -1.26 0.23 1.29 -0.033
C 1.3619 0.8775 -2.9691 -1.04 2.17 -0.77 -0.429
O 1.8737 0.5938 -1.8987 -4.23 9.85 -10.17 0.001
O 0.5430 1.9739 -3.1899 2.76 1.30 1.07 0.024
H -0.2230 4.0793 -4.6166 0.31 0.11 0.22 0.089
H -0.3118 3.3350 -6.1314 -0.26 -0.61 -0.10 0.101
H 1.2344 3.3575 -5.3777 0.06 0.01 0.43 0.102
H -1.1922 1.7738 -4.3463 0.27 -0.01 0.33 0.143
H 1.3548 1.1845 -5.8489 -0.04 0.24 -0.11 0.143
H -0.0133 0.1362 -5.6454 0.26 -0.50 0.41 0.137
C -1.9972 -1.3567 2.5942 -0.85 1.45 0.81 -0.018
C -1.8685 -0.1124 3.5056 0.62 -1.39 0.93 -0.199
C -3.1485 0.5113 3.9069 -0.43 0.88 1.46 -0.028
O -3.0168 0.7033 5.3760 -1.18 0.23 -0.58 0.085
C -1.9649 0.0270 5.8644 0.74 -0.56 0.11 -0.519
O -1.5970 -0.0916 7.0084 -1.01 0.55 -1.70 0.182
O -1.3058 -0.5259 4.8167 -2.51 1.25 0.25 -0.108
H -1.0489 -1.5670 2.0995 -2.88 0.82 1.72 0.047
H -2.7049 -1.3208 1.7660 0.45 1.38 1.12 0.062
H -2.3687 -2.2385 3.1162 0.09 0.79 0.43 0.119
H -1.2050 0.7026 3.2163 0.41 -0.47 -0.66 0.139
H -3.9885 -0.1140 3.6046 -0.27 0.11 0.62 0.153
H -3.2352 1.5174 3.4964 -0.47 -0.50 0.41 0.108
C 3.7939 -0.3053 -5.1220 -0.39 0.24 -0.78 -0.002
C 3.9824 0.5406 -3.8711 -0.80 -1.88 0.35 -0.227
C 3.8395 -0.3089 -2.5248 0.87 -0.95 -2.79 -0.084
O 4.8559 0.2616 -1.8142 1.17 -0.46 2.62 0.127
C 5.7672 0.8683 -2.5449 3.35 1.75 0.65 -0.508
O 6.8463 1.2895 -2.1219 -3.11 -1.29 -1.47 0.129
O 5.3128 0.9908 -3.8216 0.60 0.27 0.44 0.108
H 4.2547 -1.2886 -5.0285 0.64 0.83 0.10 0.072
H 4.0880 0.2006 -6.0416 0.65 0.07 0.14 0.107
H 2.7403 -0.5216 -5.2984 0.86 0.16 -0.06 0.049
H 3.2862 1.3771 -3.8117 0.54 0.47 -0.34 0.153
H 3.8356 -1.3736 -2.7579 2.35 0.01 0.25 0.139
H 2.8785 -0.2634 -2.0123 4.16 -0.07 -1.33 0.034
C -3.2163 -3.3473 -3.2240 0.71 0.68 -1.02 0.057
C -1.9872 -2.5776 -3.8526 -3.30 -1.07 -1.20 -0.240
C -2.3155 -1.4411 -4.8346 -2.23 -1.34 -0.49 -0.050
O -1.7874 -0.2656 -4.3026 1.10 -0.19 1.59 0.062
C -1.0434 -0.6239 -3.1992 -0.33 2.07 -0.39 -0.358
O -0.3412 0.1461 -2.5528 -4.38 -6.67 -4.65 0.005
O -1.2572 -1.9001 -2.8881 -1.73 7.53 -3.38 0.030
H -2.8887 -4.2710 -2.7469 -0.19 0.29 -0.02 0.091
H -3.9276 -3.6247 -4.0019 0.13 0.15 -0.27 0.103
H -3.7257 -2.6822 -2.5267 0.07 -0.27 -0.16 0.078
H -1.2916 -3.2475 -4.3581 -3.54 -0.19 1.02 0.089
H -3.4047 -1.4090 -4.8614 -0.06 0.62 -0.17 0.141
H -1.9829 -1.6070 -5.8592 0.38 0.04 0.05 0.147
C -3.5562 -0.9589 -0.3226 -2.36 -0.75 -0.42 0.023
C -4.9501 -0.6301 -0.9665 1.38 0.11 0.81 -0.239
C -5.5998 0.7142 -0.6194 0.35 -0.27 0.82 -0.090
O -5.9326 1.3028 -1.8669 -0.74 -0.62 -0.88 0.065
C -5.5242 0.4888 -2.8877 1.24 0.34 1.69 -0.540
O -5.6807 0.6887 -4.0392 -0.22 -0.09 -0.54 0.179
O -4.7187 -0.4875 -2.3504 -0.72 0.11 -2.21 0.010
H -2.8609 -0.1306 -0.1864 -1.73 -1.41 -0.64 0.042
H -3.1306 -1.8280 -0.8242 -0.59 1.40 -0.50 0.061
H -3.6906 -1.4206 0.6556 -0.74 0.56 -0.27 0.080
H -5.7073 -1.4095 -0.8810 0.30 -0.34 0.45 0.159
H -4.8958 1.3818 -0.1227 -0.28 0.02 0.30 0.117
H -6.4743 0.5259 0.0033 -0.09 0.46 -0.14 0.143
C 2.9525 -3.3690 -5.3166 -0.44 -0.08 -0.14 0.012
C 1.7439 -2.6089 -4.7425 1.60 -0.96 -1.52 -0.247
C 0.6267 -3.5079 -4.1533 3.11 1.20 -2.19 -0.026
O 0.6688 -3.1309 -2.8256 4.17 -0.46 0.04 -0.018
C 1.5874 -2.1669 -2.5296 0.36 -0.69 -1.36 -0.336
O 1.6706 -1.6139 -1.4511 1.41 -10.80 -6.79 0.083
O 2.2830 -1.8958 -3.6513 -1.26 -1.17 2.19 0.000
H 3.7226 -2.6661 -5.6344 -0.31 -0.45 0.00 0.063
H 2.7005 -3.9735 -6.1879 -0.19 -0.14 0.12 0.100
H 3.3594 -3.9897 -4.5182 0.06 -0.19 -0.11 0.110
H 1.4363 -1.8687 -5.4812 -0.53 -0.11 0.09 0.145
H 0.9329 -4.5406 -4.3202 -0.62 -0.15 0.29 0.170
H -0.3178 -3.1740 -4.5828 3.13 -0.87 -0.59 0.082
C 1.0494 0.0021 4.2941 1.87 2.19 1.45 -0.016
C 2.0220 0.1607 5.5049 -1.74 0.27 -0.27 -0.244
C 1.9735 1.5256 6.1292 1.38 1.66 -1.15 -0.106
O 1.7020 1.3443 7.4711 -0.04 1.45 1.58 0.112
C 1.2892 0.1287 7.6875 -2.43 -2.91 3.84 -0.538
O 0.8095 -0.3077 8.7631 2.14 1.57 -4.04 0.095
O 1.4203 -0.5690 6.5516 -0.41 -2.18 0.79 0.101
H 0.0665 0.4007 4.5457 1.51 0.19 0.12 0.089
H 1.0081 -1.0485 4.0068 0.31 2.67 1.01 0.023
H 1.4591 0.5329 3.4348 -0.28 -0.04 -0.04 0.085
H 3.0380 -0.2004 5.3454 -0.40 -0.01 0.14 0.140
H 1.1895 2.1378 5.6835 -0.03 0.18 -0.05 0.138
H 2.9435 2.0214 6.0921 -0.21 0.24 -0.33 0.137
C 0.9604 -4.5974 -0.2276 0.83 0.84 -0.79 0.043
C -0.0116 -3.4374 -0.3459 0.12 -1.39 1.04 -0.222
C -0.9837 -3.4617 -1.4928 -0.16 -3.41 3.87 -0.077
O -2.2597 -3.2091 -0.7923 0.44 -0.92 -0.96 0.026
C -2.1113 -3.2916 0.5308 -0.87 -1.78 1.95 -0.528
O -2.9198 -3.2603 1.4431 -0.03 -0.90 -3.30 0.128
O -0.8602 -3.5391 0.8025 0.90 -0.68 -1.59 0.043
H 0.4665 -5.5670 -0.1633 -0.02 0.17 -0.20 0.117
H 1.5637 -4.4438 0.6671 -0.01 -0.29 -1.05 0.078
H 1.6500 -4.5506 -1.0705 -0.02 -0.29 -0.20 0.094
H 0.4736 -2.4666 -0.2445 -0.04 -1.62 -0.08 0.118
H -0.9824 -4.4327 -1.9881 -0.53 -0.65 0.56 0.155
H -0.6342 -2.7904 -2.2772 -1.44 -2.67 4.49 -0.023
C -3.6172 4.6691 3.1441 -0.11 0.44 -1.50 0.019
C -3.0236 4.0491 1.8992 1.17 1.34 1.96 -0.285
C -1.4802 3.9224 2.0899 -2.00 2.44 -0.15 -0.002
O -1.2149 2.6815 1.4634 -8.64 -2.36 3.52 -0.090
C -2.3467 2.0071 1.4368 -3.44 -5.02 0.07 -0.515
O -2.3955 0.8231 1.0451 -1.27 4.88 4.98 0.018
O -3.4073 2.6971 1.8396 0.29 -1.27 -0.74 0.122
H -3.3573 4.0853 4.0271 -0.45 0.09 0.03 0.099
H -4.6676 4.7631 2.8685 -0.24 -0.03 0.99 0.103
H -3.2049 5.6765 3.2018 -0.08 0.08 0.29 0.103
H -3.3068 4.5081 0.9520 -0.38 0.14 1.83 0.110
H -1.1593 3.9929 3.1292 -0.07 -0.63 0.11 0.167
H -0.8873 4.6608 1.5502 -0.40 0.32 0.01 0.151
C -0.3964 -2.6800 4.4072 0.43 -2.20 1.24 0.033
C -0.3063 -3.3947 3.0702 0.19 -0.15 1.66 -0.378
C 1.0149 -4.0112 2.6800 1.23 0.54 0.73 -0.089
O 0.7681 -5.3148 2.1969 -1.05 -0.44 1.13 0.038
C -0.5459 -5.5562 2.4513 -1.21 -2.32 1.03 -0.523
O -1.1272 -6.6185 2.2652 1.43 2.09 -0.33 0.124
O -1.0930 -4.5304 3.0989 -1.89 -1.82 -0.10 0.125
H 0.3049 -1.8485 4.4779 -1.76 -1.88 0.97 0.054
H -0.0965 -3.3221 5.2354 -0.22 -0.46 0.08 0.125
H -1.4004 -2.2995 4.5946 0.80 -1.31 0.08 0.097
H -0.6218 -2.6572 2.3323 -0.04 -3.40 1.78 0.063
H 1.6481 -4.0074 3.5672 0.39 -0.46 -0.10 0.161
H 1.4911 -3.3737 1.9351 0.31 -1.34 0.04 0.111
C -0.8149 0.7912 -0.5170 3.52 -2.49 -0.23 -0.083
C 0.0955 -0.4480 -0.2897 -1.23 3.91 -1.91 -0.175
C 1.5710 -0.0486 -0.2193 -2.06 1.46 5.61 -0.155
O 1.9189 -0.7831 0.9117 -1.14 -1.03 -0.51 0.096
C 0.8447 -1.2844 1.6283 0.69 0.93 0.23 -0.407
O 0.8912 -1.8027 2.7306 -0.10 3.38 -7.26 -0.145
O -0.2374 -0.9696 0.9138 0.71 -0.51 1.41 0.079
H -0.4105 1.2341 -1.4271 -0.29 0.81 1.71 0.099
H -0.6766 1.5689 0.2341 0.60 -2.92 -0.51 0.065
H -1.8462 0.4979 -0.7131 2.35 -0.08 0.27 0.057
H 0.0296 -1.2172 -1.0593 -1.38 1.07 1.03 0.133
H 1.7246 1.0302 -0.1926 0.55 -0.75 1.87 0.147
H 1.9834 -0.4939 -1.1247 0.84 1.47 5.67 -0.031
C 3.0631 -1.2540 2.9353 2.70 1.09 0.81 -0.016
C 4.2558 -0.2627 2.8148 -2.24 -0.57 0.98 -0.216
C 3.9298 1.1676 3.3084 -0.27 -0.45 -0.02 -0.083
O 4.5266 1.2321 4.5967 1.11 0.40 -0.29 0.009
C 5.4188 0.2213 4.7532 1.91 0.08 2.43 -0.482
O 6.1975 0.1915 5.7285 -2.72 -0.50 -3.77 0.110
O 5.2478 -0.6828 3.7475 1.80 0.55 0.84 0.092
H 3.3720 -2.2837 2.7549 0.27 0.04 -0.26 0.119
H 2.3558 -0.9321 2.1710 4.07 -0.07 3.64 -0.001
H 2.5873 -1.2281 3.9156 1.37 -0.32 -0.56 0.077
H 4.5653 -0.1649 1.7742 0.74 -0.51 0.18 0.155
H 2.8767 1.3673 3.5060 0.34 0.07 -0.58 0.093
H 4.3371 1.8744 2.5855 0.20 0.41 0.43 0.136
C -2.7686 1.6636 -1.9535 0.07 1.59 -0.48 0.045
C -2.0505 2.6225 -1.0057 1.04 1.42 -1.45 -0.278
C -0.8722 3.5379 -1.5960 -1.00 -3.23 -0.42 -0.039
O -1.1840 4.8487 -1.2345 0.99 0.53 -0.23 0.139
C -2.3247 4.8753 -0.6232 -4.02 2.86 -0.99 -0.533
O -2.9241 5.9131 -0.2943 1.96 -2.98 -0.46 0.134
O -2.9079 3.6369 -0.6126 -1.42 2.28 0.06 0.077
H -2.1524 0.7944 -2.1832 -1.18 1.14 -0.35 0.075
H -2.9303 2.2712 -2.8439 -0.70 -0.33 -0.33 0.130
H -3.6895 1.3396 -1.4686 0.55 0.46 -0.52 0.074
H -1.7040 2.1084 -0.1092 -1.57 1.91 -3.13 0.051
H -0.8536 3.3599 -2.6712 0.06 0.94 0.37 0.119
H 0.0756 3.3102 -1.1083 -1.35 -1.05 -1.50 0.082
C 0.7626 2.8343 0.9813 5.39 3.37 -0.94 0.030
C 1.3972 3.9622 0.0622 0.34 -0.66 1.81 -0.276
C 1.9981 5.1363 0.8053 -0.89 0.76 0.46 -0.055
O 3.1407 5.4633 0.0064 -0.85 2.20 1.80 0.122
C 3.5253 4.3877 -0.5860 2.82 -1.77 -2.50 -0.596
O 4.5898 4.2416 -1.1508 -1.61 0.06 0.78 0.155
O 2.5631 3.4566 -0.5368 0.67 -1.54 -0.95 0.094
H -0.1426 3.1968 1.4684 7.58 1.01 -1.27 -0.042
H 1.5244 2.6467 1.7380 0.29 -0.24 0.03 0.117
H 0.5549 1.9089 0.4441 0.92 1.37 0.65 0.062
H 0.7412 4.3003 -0.7400 1.24 0.94 1.06 0.108
H 2.2823 4.8924 1.8290 0.36 -0.16 -0.02 0.140
H 1.3356 6.0000 0.8627 0.11 0.08 -0.19 0.140
```
Forces are in eV/Å.

Output
electronic energy: -145382.5090 eV
energy relative to the best compared isomer or geometry (same formula, charge and spin): 5105.4 kJ/mol
HOMO: -9.1432 eV
spin multiplicity: 1